17
Properties=species:S:1:pos:R:3:forces:R:3 method="wB97M-V/def2-TZVPD" charge=0 de_lowest_kj_mol=673.6 lumo_energy_ev=0.9 gap_ev=8.412
C 0.692699 2.076819 0.931163 -0.56 0.22 0.13
C -0.249684 0.946089 0.572413 2.72 -0.58 -1.52
O -1.244549 1.289692 -0.322703 -0.58 0.41 -0.30
N 0.639253 -0.179438 -0.175564 -1.00 6.22 5.02
N 0.193908 -1.357385 0.501843 0.84 -0.66 -6.16
N 0.156682 -1.863778 -1.079792 -2.70 -6.70 1.54
N -1.189041 -2.281252 -1.223860 0.31 -0.11 -0.48
H 1.252791 2.404297 0.055628 0.07 0.01 -0.07
H 1.383713 1.751109 1.704780 0.10 0.03 0.05
H 0.113942 2.920436 1.305564 0.09 0.14 0.05
H -0.767916 0.543969 1.444443 0.36 -0.31 -0.17
H -0.831609 1.633407 -1.126951 -0.06 -0.12 0.15
H 1.635825 -0.019942 -0.072254 0.08 0.23 0.60
H 0.971752 -1.856968 0.932610 0.33 0.00 -0.36
H 0.326546 -1.345317 -1.944332 0.24 1.40 1.75
H -1.313308 -3.127847 -0.674887 -0.16 0.25 -0.06
H -1.771004 -1.533889 -0.828102 -0.08 -0.43 -0.17

=====

14
Properties=species:S:1:pos:R:3:forces:R:3 method="wB97M-V/def2-TZVPD" charge=0 de_lowest_kj_mol=215.3 lumo_energy_ev=0.9 gap_ev=9.645
N 2.250352 -0.828691 -0.147961 2.32 7.61 2.74
C 1.406044 0.362120 0.074778 -0.41 -1.14 -4.12
C -0.053226 0.077196 0.004704 -3.26 0.80 0.44
C -1.070466 1.209514 -0.018919 0.35 0.06 -0.80
C -2.367208 0.738266 -0.063977 6.87 -4.25 0.02
S -2.447082 -1.025427 -0.042905 0.09 1.77 0.17
C -0.742641 -1.128466 0.041676 1.69 -1.66 0.72
H 2.056488 -1.385780 -0.815622 -2.07 -3.85 -7.00
H 2.137497 -1.413851 0.558170 -0.24 -2.76 4.76
H 1.639239 0.758331 0.990415 0.76 1.10 2.22
H 1.554445 1.168272 -0.735215 0.36 -1.20 1.22
H -0.870089 2.393404 -0.126210 -0.18 -3.13 0.45
H -3.119417 1.310928 -0.003592 -5.88 3.85 0.09
H -0.373931 -2.235821 0.284656 -0.41 2.80 -0.92

=====

85
Properties=species:S:1:pos:R:3:forces:R:3 method="wB97M-V/def2-TZVPD" charge=+2 de_lowest_kj_mol=255.0 lumo_energy_ev=-3.8 gap_ev=11.582
Ca -0.431403 -0.133818 0.049387 -0.23 -0.22 -0.34
C -1.714687 3.493080 -4.144402 -0.99 1.33 0.17
O -1.277070 2.344253 -3.364785 -0.91 -1.29 1.46
C -1.997912 1.754523 -2.334537 -2.77 2.59 -1.49
O -1.688807 0.783566 -1.696286 0.71 0.54 -0.73
O -3.265770 2.376427 -2.141241 1.93 -0.35 -0.14
C -4.163972 1.782448 -1.179500 -0.28 -1.71 -0.03
H -1.228091 3.677031 -5.102256 0.78 -1.39 0.14
H -1.507805 4.439927 -3.645614 -0.04 -0.30 0.73
H -2.768517 3.528329 -4.420656 -0.11 -0.64 0.55
H -5.205394 1.757395 -1.500295 0.23 0.63 -0.86
H -4.242889 2.169479 -0.163585 0.98 0.74 -0.19
H -3.921150 0.722885 -1.099123 0.20 0.10 0.18
C 0.406535 2.301424 5.043210 0.61 0.34 0.97
O -0.133998 1.615537 3.909809 0.60 -1.12 -1.08
C 0.595858 0.635580 3.295405 -0.60 1.46 -0.10
O 0.239958 0.193624 2.212596 0.50 0.29 1.60
O 1.702212 0.315138 3.950594 -0.43 1.03 -0.08
C 2.730913 -0.410088 3.302863 0.56 -1.81 0.23
H 1.452577 2.572975 4.901205 0.13 -0.60 0.03
H 0.237394 1.713081 5.945072 0.35 -0.09 -0.10
H -0.042898 3.275318 5.237184 -0.81 -0.27 -0.72
H 3.219276 0.022490 2.429665 -0.61 0.47 -0.02
H 2.351726 -1.404730 3.068357 -0.04 0.05 -0.37
H 3.510682 -0.591327 4.042594 -0.16 0.36 0.14
C 0.673536 -3.115814 -3.460195 1.21 0.96 2.45
O -0.618402 -2.619430 -3.695859 -2.48 0.88 0.22
C -1.345236 -2.115815 -2.633904 0.27 -0.89 -0.07
O -0.910829 -1.927909 -1.498057 -0.43 -0.35 -1.73
O -2.618042 -1.942463 -3.020012 0.01 -0.01 0.24
C -3.728161 -1.926238 -2.045598 1.18 0.01 1.10
H 1.208289 -3.681438 -4.223217 -1.21 -0.06 -0.43
H 0.607911 -3.642877 -2.508361 0.38 -0.57 -0.18
H 1.309323 -2.261077 -3.229319 0.23 0.08 -0.10
H -3.759795 -2.869657 -1.500571 -0.27 -0.51 -0.79
H -4.668911 -1.629279 -2.509166 0.48 -0.40 -0.51
H -3.574683 -1.277380 -1.183325 0.58 0.64 -0.45
C 0.745306 -4.095543 2.566094 -0.94 0.09 1.66
O 1.744087 -3.827225 1.665615 2.15 1.63 -4.40
C 1.632456 -2.816832 0.723973 0.22 0.89 1.73
O 0.676185 -2.040657 0.674727 1.91 -2.27 0.13
O 2.770904 -2.559522 0.014162 -2.08 0.64 0.51
C 3.853390 -3.468350 -0.044433 -0.08 -1.78 0.86
H -0.267604 -4.001740 2.174532 0.19 -0.15 -0.12
H 0.896352 -3.383079 3.377062 -0.49 0.05 0.31
H 0.989114 -5.082160 2.960100 -0.41 -0.02 -0.12
H 4.754545 -3.083831 -0.522094 -0.59 0.56 -0.19
H 3.474961 -4.346333 -0.567920 0.47 -0.13 -0.10
H 4.121002 -3.767715 0.968912 0.10 -0.07 -0.04
C 0.741570 5.183187 -1.391482 0.89 1.14 -0.42
O 0.386139 3.801752 -1.290612 -1.05 1.57 -1.16
C 0.682957 3.161842 -0.219277 2.00 -1.09 1.17
O 0.011413 2.215052 0.099516 -0.10 -0.54 1.07
O 1.876122 3.524618 0.338863 -0.84 0.60 -0.36
C 2.357007 3.023118 1.596788 -0.05 -0.67 0.05
H 0.352609 5.674814 -2.283174 -0.05 -0.98 -0.46
H 1.830492 5.219027 -1.423962 -0.16 0.48 0.22
H 0.291547 5.824419 -0.633585 0.29 -0.56 0.67
H 3.270504 3.529328 1.908833 -0.28 0.64 -0.53
H 2.691603 1.992694 1.476929 -0.51 -0.23 -0.01
H 1.620648 3.136691 2.392384 -0.13 -0.13 -0.20
C 4.135557 0.483652 -1.239212 1.75 0.22 1.13
O 3.321506 0.568499 -2.374616 -2.25 -0.55 -0.67
C 2.020232 0.232728 -2.256581 -0.06 1.38 -0.80
O 1.476518 0.029661 -1.180448 0.72 -0.09 -1.27
O 1.314040 0.273824 -3.411027 0.06 -0.89 2.04
C 1.762242 0.838203 -4.637970 2.05 0.29 -0.03
H 4.831366 -0.341500 -1.391134 0.07 0.11 -0.02
H 3.707946 0.361511 -0.244062 -0.93 -0.23 -0.47
H 4.686331 1.421176 -1.163064 0.18 -0.08 -0.33
H 2.831279 0.670606 -4.769005 0.14 -0.15 0.18
H 1.677988 1.921771 -4.554960 -0.62 -0.10 -0.47
H 1.323553 0.331755 -5.497716 -0.70 0.35 0.46
C -4.943159 -0.803595 1.786512 0.55 1.20 -0.21
O -3.892940 -1.421741 2.593587 -0.43 -0.58 0.13
C -2.657754 -1.572315 2.108231 -1.35 0.01 -0.03
O -2.304829 -1.103436 1.027018 -0.08 -0.53 1.33
O -1.880557 -2.325336 2.885793 0.15 0.80 -2.16
C -2.164110 -2.780407 4.179764 0.25 -0.25 1.93
H -5.887611 -0.632981 2.303241 0.44 -0.79 0.85
H -5.197138 -1.339710 0.872081 0.57 -0.18 0.08
H -4.607592 0.216148 1.597806 0.13 -0.10 -0.55
H -2.041198 -1.957274 4.883654 -0.47 0.12 -0.01
H -1.367506 -3.469119 4.461148 0.14 -0.03 -0.44
H -3.079239 -3.340845 4.370928 -0.31 0.46 -0.64